(1)
14
Properties=species:S:1:pos:R:3:forces:R:3 method="wB97M-V/def2-TZVPD" total_energy_ha=-361.82848 mol_weight_g_mol=101.1 relative_energy_kcal_mol=32.9 orbital_gap_ev=11.41 lumo_energy_ev=0.710 smiles="C[C@H]1CNC(=O)O1" spin_multiplicity=1
C -1.219798 -0.829148 0.327934 -0.070 -0.054 -0.869
C -0.315679 -0.081052 -0.802152 -0.740 -0.212 0.662
C 0.132959 1.282972 -0.312949 -0.355 -0.012 0.038
N 1.023988 0.799614 0.755940 0.061 -0.029 0.135
C 1.703572 -0.305275 0.134651 0.249 -0.465 0.062
O 2.698874 -0.851409 0.500725 -0.421 0.397 -0.263
O 0.957248 -0.731756 -0.940564 0.053 -0.167 0.398
H -1.135021 -0.751450 1.445582 0.707 0.610 -1.016
H -1.087718 -1.897211 0.163956 -0.261 -0.061 -0.266
H -2.259299 -0.548293 0.163077 -0.073 -0.179 -0.289
H -0.814483 -0.116155 -1.779556 0.066 -0.132 0.408
H -0.693205 1.865492 0.089725 0.097 0.101 0.109
H 0.691609 1.891622 -1.039391 -0.227 -0.402 0.093
H 0.316955 0.272052 1.293023 0.914 0.604 0.797

(2)
15
Properties=species:S:1:pos:R:3:forces:R:3 method="wB97M-V/def2-TZVPD" total_energy_ha=-382.93057 mol_weight_g_mol=104.1 relative_energy_kcal_mol=21.5 orbital_gap_ev=11.38 lumo_energy_ev=0.826 smiles="CCOC(=O)CO" spin_multiplicity=1
C 0.647570 -2.295675 0.238304 0.008 -0.044 -0.012
C 1.072096 -0.968415 -0.358608 0.203 -0.161 0.041
O -0.145188 -0.241415 -0.622018 -0.050 0.139 0.059
C -0.116686 1.064675 -0.358446 0.232 0.252 0.090
O 0.877374 1.756145 -0.366926 -0.392 -0.329 0.094
C -1.471069 1.586871 0.074375 -0.057 -0.257 -0.115
O -1.339514 2.854513 0.644492 0.041 0.175 -0.080
H -0.120820 -2.116521 0.997415 0.176 -0.080 -0.060
H 0.229509 -2.962125 -0.520917 0.041 0.090 0.099
H 1.499004 -2.791157 0.712673 -0.082 0.027 -0.100
H 1.644256 -1.084679 -1.282991 -0.116 0.046 0.077
H 1.672253 -0.380717 0.341730 -0.054 -0.099 -0.122
H -2.160149 1.588601 -0.782554 0.119 0.023 0.058
H -1.867316 0.866268 0.802026 0.018 0.170 -0.058
H -0.421320 3.123631 0.481443 -0.087 0.050 0.028

(3)
109
Properties=species:S:1:pos:R:3:forces:R:3 method="wB97M-V/def2-TZVPD" total_energy_ha=-2820.72285 mol_weight_g_mol=784.9 relative_energy_kcal_mol=68.6 orbital_gap_ev=7.81 charge=-2 lumo_energy_ev=4.473 spin_multiplicity=1
O -46.530349 10.755709 -4.439820 -1.261 -2.596 -1.344
H -47.299503 10.236599 -4.940188 0.764 1.548 0.598
H -45.841283 9.887059 -4.619079 -1.134 1.764 1.602
H -46.879888 10.587712 -3.429093 1.260 -0.488 -1.741
P -46.453351 8.061300 -2.988345 -0.447 1.211 5.278
O -47.686707 7.613052 -3.659257 -0.864 -0.637 0.862
O -46.739723 9.472234 -2.404271 -1.270 -1.405 1.347
O -45.556935 8.485619 -3.992793 5.165 0.831 -5.708
O -45.835641 7.138126 -1.926589 -2.543 1.900 -2.027
N -45.776031 7.376567 0.605452 -1.309 1.349 0.039
C -44.971364 6.589199 1.529521 -2.248 0.630 -5.756
C -45.260689 7.042666 2.714985 -4.803 5.781 -3.317
C -46.249233 8.243355 2.662233 2.040 -3.212 -1.086
C -46.595437 8.353355 1.346120 1.973 -1.576 -1.703
H -45.828140 7.398658 -0.511945 0.176 -0.318 3.672
H -44.511325 5.690264 1.056255 0.028 1.040 0.945
H -44.840301 6.667693 3.452216 3.424 -3.045 7.376
H -46.565138 8.759926 3.525006 -0.470 0.536 0.565
H -47.285784 9.021808 0.748179 0.952 -0.862 1.024
N -48.643999 5.752255 -4.764870 -1.248 0.210 -1.898
C -48.892305 4.661436 -4.051521 0.117 -1.732 -1.647
C -49.250873 3.612117 -4.959679 1.122 3.713 -0.444
C -49.188050 4.177959 -6.322903 0.529 2.485 4.450
C -48.878900 5.527421 -6.134006 0.599 1.132 0.565
H -48.341239 6.564566 -4.175652 -0.485 -1.412 -1.921
H -48.564274 4.807238 -3.017913 -0.666 -1.134 -0.040
H -49.236657 2.664312 -4.595190 -0.424 -2.820 0.369
H -49.280058 3.921866 -7.305605 -0.621 -1.778 -2.108
H -48.781601 6.394070 -6.876112 -0.169 -1.597 1.233
N -46.120767 4.708812 -1.525004 1.422 0.808 -2.061
C -45.822506 3.765183 -2.549140 -2.208 0.354 4.170
C -46.377727 2.564921 -2.123691 1.165 0.830 0.382
C -46.940653 2.756806 -0.774807 -0.093 0.875 -1.479
C -46.839740 4.091461 -0.540128 2.514 0.013 -2.988
H -45.805530 5.804661 -1.584739 -1.594 -3.931 0.115
H -45.348788 3.986729 -3.454771 0.780 0.423 -0.902
H -45.989248 1.780857 -2.747201 -0.859 -1.207 0.364
H -47.634605 2.356058 -0.081359 -0.320 -1.835 -0.047
H -47.222567 4.762239 0.109694 -1.338 1.349 2.711
N -49.632323 7.377364 -2.056703 8.067 0.909 -0.715
C -50.782762 7.141152 -2.505627 -5.266 0.159 0.329
C -51.629595 6.856553 -1.503651 6.802 -0.465 3.203
C -50.721627 6.712586 -0.312931 -5.548 -1.585 1.408
C -49.525805 6.944485 -0.783716 0.191 1.286 -0.194
H -48.764894 7.753059 -2.661133 -2.937 -1.609 1.937
H -51.086419 7.200532 -3.453407 -0.588 0.673 -3.832
H -52.558307 6.762963 -1.336386 -6.886 -0.874 0.046
H -51.113286 6.354285 0.748586 1.297 0.904 -2.491
H -48.675510 6.913732 -0.255921 3.299 0.197 1.472
N -44.532231 6.467000 -5.390412 -1.418 1.609 2.046
C -45.209312 5.323017 -5.647922 2.191 0.571 -0.602
C -44.332746 4.432791 -6.117422 3.841 -0.749 -1.476
C -42.964859 5.112372 -6.166340 -3.246 1.685 2.718
C -43.214607 6.379524 -5.500234 -5.350 -10.887 -5.624
H -44.975942 7.170920 -4.796846 0.261 -0.360 -0.605
H -46.211434 5.299627 -5.501914 -2.854 -0.300 0.344
H -44.520873 3.422382 -6.471799 -0.099 0.301 0.122
H -41.964145 4.777752 -6.313054 0.235 -0.644 -0.379
H -42.595897 7.001412 -5.281489 6.839 7.596 2.699
N -48.569997 10.683272 -1.315211 1.339 -5.924 -5.571
C -49.916576 10.552868 -1.704612 2.099 -0.540 -1.282
C -50.531234 11.445419 -0.919676 -0.163 2.096 2.797
C -49.474221 12.014161 0.034138 -3.572 -0.065 -0.801
C -48.326841 11.446844 -0.308266 -1.972 0.482 -0.333
H -47.730317 9.991232 -1.824152 -2.592 1.654 1.772
H -50.227492 9.845275 -2.599643 0.691 1.865 2.430
H -51.576039 11.725800 -0.942211 0.043 -0.075 0.170
H -49.521836 12.603243 0.900443 -0.866 1.023 0.800
H -47.375345 11.542690 -0.004477 3.084 0.548 1.415
N -43.544802 9.433283 -5.196686 -3.098 -2.458 -0.271
C -42.762850 10.139803 -4.354485 -0.233 -0.009 -2.873
C -42.009780 10.955723 -5.127328 -3.991 -3.328 -4.401
C -42.368657 10.718150 -6.564351 -0.151 0.480 1.682
C -43.368307 9.788322 -6.526373 -0.980 -2.173 -0.695
H -44.342427 8.753260 -4.801871 2.753 2.143 -1.211
H -42.856887 9.980434 -3.344966 0.101 -0.152 2.168
H -41.337765 11.511147 -4.756211 4.971 4.396 2.278
H -42.106086 11.217121 -7.490512 0.484 0.067 0.420
H -43.920893 9.153481 -7.391008 1.392 1.866 2.327
N -48.767386 8.937740 -5.463928 -0.161 -0.143 2.867
C -48.194411 9.158879 -6.692453 -2.185 -0.084 -0.028
C -49.075501 9.874229 -7.459097 -2.229 0.089 1.086
C -50.330582 10.092666 -6.545385 3.946 0.446 -4.899
C -50.030284 9.584321 -5.380694 3.381 -1.872 -1.015
H -48.303576 8.222196 -4.561011 -0.813 2.299 -2.552
H -47.409708 8.515315 -6.994753 1.058 -0.045 -0.195
H -48.990664 10.081286 -8.535033 -0.072 0.043 0.734
H -51.140416 10.577440 -6.971803 -1.609 0.898 -0.027
H -50.602816 9.608128 -4.551466 -1.448 -0.283 2.715
N -45.149417 11.236639 -1.631955 -3.182 -2.091 -1.867
C -44.707936 11.264965 -0.354689 1.715 2.563 -2.388
C -43.820377 12.404026 -0.329969 -4.020 -3.502 -6.392
C -43.860670 12.951662 -1.705908 1.897 2.731 1.012
C -44.761625 12.261405 -2.483542 1.543 -0.915 3.247
H -45.900376 10.450784 -1.890171 2.457 1.908 0.531
H -45.026275 10.404192 0.218075 0.305 0.453 0.746
H -43.506776 12.671158 0.533287 2.962 2.464 5.172
H -43.217592 13.876113 -2.110688 -1.609 -2.203 1.175
H -44.956425 12.355926 -3.522919 -0.353 -0.232 -0.398
N -43.385538 6.990745 -1.872038 -1.983 -2.054 -1.109
C -42.605939 7.975537 -1.382760 -0.806 1.414 0.924
C -41.305625 7.518213 -1.395666 2.451 -0.183 0.278
C -41.311315 6.123441 -1.896059 -0.092 1.701 -1.994
C -42.599228 5.833260 -2.338899 1.951 8.421 5.660
H -44.571873 7.141054 -1.774871 4.124 -0.779 -0.999
H -43.193080 8.998029 -1.001209 2.094 -2.879 -1.016
H -40.326687 8.083985 -1.140639 -2.052 -0.978 -0.344
H -40.455389 5.643224 -2.424318 -0.437 0.216 1.146
H -42.906250 5.030438 -2.760935 -2.663 -4.910 -2.745

(4)
24
Properties=species:S:1:pos:R:3:forces:R:3 method="wB97M-V/def2-TZVPD" total_energy_ha=-782.65458 mol_weight_g_mol=158.3 relative_energy_kcal_mol=110.9 orbital_gap_ev=9.25 lumo_energy_ev=0.876 smiles="C=C=CCCC.N/N=C/S" spin_multiplicity=1
C 0.606029 -3.119446 -0.457503 -0.062 1.035 -0.098
C 0.293565 -1.855117 -0.585705 1.093 0.429 -0.816
C 0.334903 -0.572420 -0.898338 -2.167 1.135 0.402
C 0.890225 0.547083 -0.039687 1.705 0.439 -0.103
C 2.027632 0.087053 0.857157 1.444 0.172 -0.958
C 2.895946 1.142477 1.531527 -1.218 1.043 -0.689
H 0.157584 -3.820799 0.166968 -1.402 -0.672 1.187
H 1.422596 -3.599696 -0.929501 0.969 0.203 -0.901
H -0.359454 -0.082942 -1.643471 0.726 -1.393 0.325
H 0.202109 1.050656 0.617891 -0.661 -0.256 -0.167
H 1.223377 1.380913 -0.707497 0.109 -0.727 0.227
H 1.697006 -0.513802 1.672742 -0.680 -0.874 0.322
H 2.684515 -0.526120 0.241170 0.026 -0.291 -0.003
H 2.338541 1.485105 2.365234 -0.368 0.190 1.424
H 2.961868 2.101834 0.995046 0.668 -0.556 -0.483
H 3.831999 0.742676 1.871534 0.517 0.047 -0.021
N -3.444312 0.174145 -1.904384 -2.699 -0.775 -2.548
N -3.230286 0.378831 -0.620107 0.156 -0.272 2.595
C -2.296956 1.099856 -0.183659 -0.138 0.362 -0.733
S -1.893838 1.103289 1.556481 0.134 1.023 -0.785
H -3.272091 0.844488 -2.639902 1.272 1.005 0.287
H -4.459478 0.054306 -2.038072 0.673 -0.676 0.324
H -1.812940 1.707845 -0.953114 0.802 0.303 0.713
H -2.798549 0.189782 1.725201 -0.899 -0.895 0.499

(5)
19
Properties=species:S:1:pos:R:3:forces:R:3 method="wB97M-V/def2-TZVPD" total_energy_ha=-514.34570 mol_weight_g_mol=143.1 relative_energy_kcal_mol=104.9 orbital_gap_ev=9.61 lumo_energy_ev=0.360 smiles="O=[N+]([O-])C[C@@H]1CCC=CO1" spin_multiplicity=1
O -2.795273 0.117476 1.736419 -0.917 0.040 -0.342
N -1.639995 -0.160978 1.946053 -0.872 0.976 0.164
O -1.254194 -0.808478 2.863290 0.686 -1.364 1.614
C -0.659947 0.450375 1.072818 1.516 1.406 -0.209
C 0.435235 -0.555771 0.748768 2.706 0.801 1.058
C 1.579971 0.137938 -0.164539 1.742 -2.201 3.403
C 1.004282 0.851442 -1.283739 -0.969 1.756 -2.301
C -0.028450 -0.065354 -1.919000 -0.308 0.152 0.807
C -0.560855 -1.069805 -1.198284 0.067 -1.001 -1.311
O -0.144172 -1.550574 0.005143 -0.703 -0.585 -0.616
H -1.175000 0.538645 0.123564 -0.215 1.048 0.182
H -0.324770 1.453023 1.568723 -0.599 -1.893 -1.042
H 0.787076 -1.085883 1.696947 0.014 1.110 -1.309
H 2.355447 -0.677182 -0.503012 -1.644 1.388 0.659
H 2.107902 0.799720 0.535216 0.180 -0.039 -0.298
H 0.436443 1.773844 -0.995234 0.354 -0.565 0.235
H 1.792208 1.325279 -1.955814 -0.903 -1.147 0.426
H -0.554981 0.265921 -2.799375 0.047 -0.251 -0.274
H -1.360926 -1.739636 -1.477944 -0.181 0.370 -0.848

(6)
16
Properties=species:S:1:pos:R:3:forces:R:3 method="wB97M-V/def2-TZVPD" total_energy_ha=-321.96294 mol_weight_g_mol=99.1 relative_energy_kcal_mol=80.0 orbital_gap_ev=9.97 lumo_energy_ev=0.922 smiles="[H]/N=C(/C=C)N(C)N" spin_multiplicity=1
H -1.171649 2.335463 -0.076013 -0.118 -0.177 -0.405
N -0.196309 2.056551 -0.043924 -0.662 0.949 0.845
C 0.019879 0.831718 0.088040 6.268 -1.537 0.016
C 1.643956 0.443405 0.398762 -2.265 1.781 0.083
C 2.525299 -0.205083 -0.336373 -0.290 -0.505 -0.216
N -0.629928 -0.293580 -0.172200 -6.091 0.418 -0.339
C -2.265582 -0.002540 -0.200577 2.672 -1.218 -0.282
N -0.314685 -1.577438 0.256126 0.115 -0.164 0.143
H 1.972623 1.002126 1.269343 0.066 -0.029 0.024
H 3.571955 -0.267568 -0.065609 -0.028 0.118 0.119
H 2.243156 -0.767318 -1.217421 -0.052 0.100 -0.182
H -2.604790 0.480387 0.715969 0.277 -0.004 0.020
H -2.525102 0.590785 -1.078023 0.256 -0.041 0.110
H -2.672011 -1.004307 -0.283323 -0.127 0.054 0.012
H 0.284279 -2.027286 -0.430392 -0.035 0.166 0.300
H 0.118911 -1.595316 1.175614 0.014 0.089 -0.247